# C40H37ClFeNO2Sb2

A structure of composition C40H37ClFeNO2Sb2 (wB97M-V/def2-TZVPD, OMol25).

The calculation puts the calculated total energy at -107644.1971 eV. The spin multiplicity is 5. The LUMO energy (alpha / beta) is -3.06 / -3.27 eV. The charge is +1.

Each line ends with the Mulliken spin population.
Positions of all 84 atoms, in Å:
Fe: -0.259 1.495 -0.148  3.677
C: 0.366 -1.846 1.781  0.014
C: 1.525 -1.040 2.349  -0.010
C: 1.774 0.325 1.707  0.085
Sb: 2.283 0.382 -0.428  0.027
C: 3.499 2.146 -0.355  0.016
C: 3.549 2.912 -1.521  -0.011
C: 4.320 4.065 -1.586  0.000
C: 5.058 4.466 -0.482  0.000
C: 5.024 3.710 0.681  0.000
C: 4.247 2.560 0.744  -0.002
C: 3.832 -1.054 -0.304  0.024
C: 4.007 -1.973 -1.333  -0.006
C: 5.023 -2.917 -1.259  0.001
C: 5.857 -2.949 -0.152  -0.001
C: 5.684 -2.034 0.877  0.002
C: 4.675 -1.084 0.802  0.002
Sb: 0.858 -2.986 -0.005  0.001
C: 1.666 -4.615 1.103  0.001
C: 2.978 -4.499 1.565  -0.001
C: 3.554 -5.509 2.322  0.000
C: 2.829 -6.657 2.612  0.000
C: 1.532 -6.791 2.139  0.000
C: 0.953 -5.775 1.390  0.000
C: -1.107 -3.723 -0.346  0.001
C: -1.484 -4.025 -1.653  0.000
C: -2.780 -4.433 -1.944  0.000
C: -3.718 -4.538 -0.926  0.000
C: -3.354 -4.244 0.382  0.000
C: -2.055 -3.844 0.669  0.000
H: -0.498 -1.205 1.580  0.001
H: 0.048 -2.590 2.513  0.000
H: 2.445 -1.631 2.324  0.000
H: 1.332 -0.846 3.409  0.000
H: 2.628 0.795 2.198  0.007
H: 0.937 0.999 1.945  -0.061
H: 2.979 2.613 -2.395  0.000
H: 4.348 4.646 -2.499  0.000
H: 5.664 5.362 -0.529  0.000
H: 5.606 4.014 1.542  0.000
H: 4.239 1.995 1.669  0.001
H: 3.343 -1.970 -2.189  0.000
H: 5.154 -3.630 -2.062  0.000
H: 6.645 -3.688 -0.090  0.000
H: 6.335 -2.058 1.741  0.000
H: 4.560 -0.376 1.614  0.001
H: 3.574 -3.624 1.320  0.001
H: 4.572 -5.404 2.676  0.000
H: 3.277 -7.448 3.199  0.000
H: 0.967 -7.689 2.353  0.000
H: -0.062 -5.897 1.029  0.000
H: -0.766 -3.931 -2.460  0.000
H: -3.057 -4.669 -2.963  0.000
H: -4.728 -4.856 -1.149  0.000
H: -4.080 -4.334 1.180  0.000
H: -1.789 -3.624 1.697  0.000
Cl: -7.435 1.488 -1.234  0.001
C: -5.736 1.784 -1.092  0.005
C: -5.274 3.106 -0.983  0.001
C: -3.936 3.386 -0.873  0.018
C: -2.981 2.349 -0.866  0.009
O: -1.711 2.639 -0.781  0.086
C: -3.461 1.012 -0.960  -0.015
C: -2.591 -0.106 -0.898  0.016
O: -1.352 -0.059 -0.726  0.086
C: -4.846 0.751 -1.081  -0.001
H: -5.997 3.912 -0.989  0.000
H: -3.590 4.408 -0.801  0.000
H: -3.034 -1.103 -1.002  -0.005
H: -5.188 -0.274 -1.157  -0.001
N: 0.505 3.351 0.686  0.047
C: 0.119 3.389 2.081  -0.022
C: -1.178 3.027 2.430  -0.001
C: -1.541 2.969 3.768  -0.002
C: -0.616 3.271 4.757  0.003
C: 0.669 3.651 4.399  0.000
C: 1.039 3.715 3.063  0.003
H: 1.458 3.675 0.552  -0.003
H: -0.129 3.927 0.132  0.009
H: -1.920 2.822 1.664  -0.003
H: -2.552 2.691 4.033  0.000
H: -0.899 3.225 5.799  0.000
H: 1.390 3.909 5.164  0.000
H: 2.040 4.018 2.785  0.000

---

# C6H8O2

A structure of composition C6H8O2 in a non-equilibrium geometry (wB97M-V/def2-TZVPD, OMol25).

The calculation puts the calculated total energy at -10437.3444 eV. The energy above the lowest of the compared OMol25 structures with the same formula, charge and spin comes out at 216.35 kcal per mole. The LUMO energy is 0.61 eV.

Each line ends with the Löwdin charge.
Positions of all 16 atoms, in Å:
C: -1.818 -0.792 -0.174  -0.064
C: -0.429 1.243 0.463  -0.463
C: -0.365 -0.681 0.163  -0.357
C: 1.044 -1.098 0.332  -0.112
C: 1.654 0.139 -0.349  -0.043
C: 0.859 1.324 -0.251  0.024
H: -2.878 -1.196 0.414  0.171
H: -1.931 -1.217 -1.214  0.114
H: -0.673 2.274 0.890  0.187
H: -0.403 -0.389 -1.040  0.190
H: 1.704 -1.944 -0.340  0.186
H: 1.422 -1.139 1.287  0.083
H: 2.764 0.211 -0.311  0.114
H: 1.183 2.164 -0.757  0.077
O: -1.779 0.807 -0.278  -0.143
O: -0.354 0.294 1.166  0.037